## a
Entry from the OMol25 dataset: a cluster of 2 separate species, C8H8N4 in total (the ωB97M-V functional and the def2-TZVPD basis).

Properties
LUMO (spin up / spin down)   -0.590 / -0.578 eV
HOMO energy (spin up / spin down)   -7.78 / -7.78 eV
Frontier orbital gap (spin up / spin down)   7.18 / 7.21 eV

Last column: natural (NBO) charge in e.
Atoms and positions in Å:
N  2.73  2.10  -2.63  -0.430
N  -1.29  -1.13  1.07  -0.443
N  1.64  0.83  -1.18  -0.443
N  -3.02  -1.95  2.21  -0.430
C  -1.13  -0.75  2.39  -0.092
C  -2.22  -1.23  3.06  -0.073
C  1.26  0.41  0.03  0.056
C  2.76  1.60  -1.44  0.180
C  -2.48  -1.86  1.04  0.180
C  -0.45  -1.08  0.05  0.054
C  0.88  0.88  -2.34  -0.091
C  1.59  1.63  -3.22  -0.073
H  3.50  1.82  -0.70  0.202
H  -0.88  -1.18  -0.93  0.156
H  -0.04  0.35  -2.43  0.219
H  -0.32  -0.13  2.70  0.228
H  -2.48  -1.12  4.09  0.214
H  1.36  1.87  -4.24  0.215
H  -2.82  -2.34  0.15  0.200
H  2.03  0.21  0.76  0.170

## b
Entry from the OMol25 dataset: an isolated molecule of C8H8N4 (the ωB97M-V functional and the def2-TZVPD basis).

Properties
SMILES   Nc1nnc(N)c2ccccc12
LUMO   0.423 eV
HOMO energy   -7.79 eV
Frontier orbital gap   8.22 eV

Last column: natural (NBO) charge in e.
Atoms and positions in Å:
N  -1.44  -2.59  -0.01  -0.857
N  -0.72  2.44  -1.95  -0.832
N  -1.67  -1.01  -1.59  -0.251
N  -1.58  0.28  -1.96  -0.304
C  0.07  -0.63  0.13  -0.117
C  0.25  0.65  -0.35  -0.051
C  -0.69  1.15  -1.42  0.352
C  1.92  0.89  1.48  -0.199
C  1.74  -0.47  1.90  -0.205
C  -0.92  -1.40  -0.56  0.330
C  1.18  1.40  0.49  -0.193
C  0.71  -1.08  1.27  -0.166
H  1.34  2.35  0.22  0.196
H  2.16  -1.09  2.70  0.233
H  2.61  1.50  2.09  0.220
H  -1.73  2.70  -2.32  0.423
H  0.36  -2.04  1.68  0.220
H  -2.62  -2.86  -0.37  0.416
H  -0.82  -3.46  -0.01  0.384
H  -0.14  3.28  -1.41  0.400

Quick look at relative energies in kJ/mol: a 361.6; b 0.0.

## a
Entry from the OMol25 dataset: an isolated molecule of C4H4N2S (the ωB97M-V functional and the def2-TZVPD basis).

Properties
SMILES   S/C=C1\C=CN=N1
LUMO   -0.957 eV
HOMO energy   -9.21 eV
Frontier orbital gap   8.25 eV

Last column: natural (NBO) charge in e.
Atoms and positions in Å:
S  -0.28  -1.14  -2.21  0.129
N  -0.57  1.32  1.02  -0.163
N  0.14  1.38  2.10  -0.190
C  -0.69  0.02  -0.99  -0.223
C  1.01  0.29  2.12  -0.071
C  -0.07  0.20  0.22  -0.045
C  0.95  -0.44  0.97  -0.286
H  -1.51  0.73  -1.23  0.254
H  1.67  0.23  2.99  0.214
H  1.55  -1.34  0.72  0.240
H  -1.34  -0.84  -2.97  0.140

## b
Entry from the OMol25 dataset: an isolated molecule of C4H4N2S (the ωB97M-V functional and the def2-TZVPD basis).

Properties
SMILES   C=c1nnsc1=C
LUMO   -0.403 eV
HOMO energy   -8.70 eV
Frontier orbital gap   8.30 eV

Last column: natural (NBO) charge in e.
Atoms and positions in Å:
S  -1.84  -0.54  -1.21  0.511
N  -0.52  -0.90  -2.15  -0.272
N  0.61  -0.71  -1.74  -0.166
C  -0.86  -0.20  0.16  -0.262
C  0.66  -0.13  -0.52  0.091
C  1.72  0.53  -0.08  -0.339
C  -1.22  0.05  1.40  -0.412
H  1.82  1.21  0.72  0.212
H  2.52  0.71  -0.70  0.209
H  -0.66  0.07  2.41  0.225
H  -2.23  -0.09  1.71  0.203

## c
Entry from the OMol25 dataset: a cluster of 2 separate species, C4H4N2S in total (the ωB97M-V functional and the def2-TZVPD basis).

Properties
SMILES   N=C=NC=S.C#C
LUMO   -0.269 eV
HOMO energy   -8.69 eV
Frontier orbital gap   8.42 eV

Last column: natural (NBO) charge in e.
Atoms and positions in Å:
S  -2.46  -0.22  -0.37  -0.051
N  -0.36  1.11  0.55  -0.565
N  1.53  1.09  -0.93  -0.692
C  0.55  1.04  -0.25  0.758
C  0.18  -1.97  -0.30  -0.204
C  -1.63  0.73  0.66  -0.078
C  0.98  -1.33  0.32  -0.276
H  2.14  1.80  -1.28  0.434
H  1.73  -0.91  0.92  0.236
H  -2.11  1.12  1.56  0.198
H  -0.56  -2.45  -0.88  0.240

## d
Entry from the OMol25 dataset: an isolated molecule of C4H4N2S (the ωB97M-V functional and the def2-TZVPD basis).

Properties
SMILES   C1=CN=CSN=C1
LUMO   -0.028 eV
HOMO energy   -9.12 eV
Frontier orbital gap   9.10 eV

Last column: natural (NBO) charge in e.
Atoms and positions in Å:
S  1.72  1.27  -0.62  0.338
N  -0.44  0.94  1.27  -0.435
N  1.74  -0.55  -0.60  -0.484
C  0.60  -1.16  -0.75  0.094
C  -1.20  0.08  0.34  0.012
C  0.55  1.50  0.74  0.000
C  -0.83  -0.84  -0.46  -0.335
H  1.06  2.35  1.18  0.181
H  -1.48  -1.40  -1.12  0.232
H  -2.39  0.12  0.43  0.211
H  0.65  -2.33  -0.41  0.187

Quick look at relative energies in kJ/mol: a 0.0; b 131.1; c 170.0; d 150.9.

## a
Entry from the OMol25 dataset: a cluster of 2 separate species, C4H4N2S in total (the ωB97M-V functional and the def2-TZVPD basis).

Properties
SMILES   N#CC=C=N.C=S
LUMO   -1.064 eV
HOMO energy   -9.30 eV
Frontier orbital gap   8.24 eV

Last column: natural (NBO) charge in e.
Atoms and positions in Å:
S  2.55  -1.35  -0.74  0.047
N  -0.23  3.13  0.31  -0.320
N  -2.43  -0.78  -0.68  -0.579
C  -1.50  -0.02  -0.42  0.512
C  1.70  -0.91  0.62  -0.446
C  -0.34  0.65  -0.54  -0.565
C  -0.25  2.05  -0.10  0.269
H  -2.99  -1.25  -0.02  0.400
H  0.56  0.22  -0.89  0.291
H  1.05  -1.67  1.17  0.192
H  1.87  -0.06  1.28  0.198

## b
Entry from the OMol25 dataset: an isolated molecule of C4H4N2S (the ωB97M-V functional and the def2-TZVPD basis).

Properties
SMILES   S=Nc1cc[nH]c1
LUMO   -1.077 eV
HOMO energy   -7.80 eV
Frontier orbital gap   6.72 eV

Last column: natural (NBO) charge in e.
Atoms and positions in Å:
S  2.77  2.00  0.33  0.142
N  -1.36  -0.73  0.16  -0.514
N  1.34  1.40  0.94  -0.448
C  0.60  -0.04  -0.85  -0.282
C  0.59  0.40  0.47  -0.046
C  -0.56  -0.78  -0.98  -0.064
C  -0.67  0.12  0.92  0.063
H  1.61  -0.03  -1.37  0.260
H  -2.30  -1.41  0.28  0.466
H  -1.03  -1.40  -1.78  0.209
H  -1.00  0.46  1.87  0.215

## c
Entry from the OMol25 dataset: a cluster of 2 separate species, C4H4N2S in total (the ωB97M-V functional and the def2-TZVPD basis).

Properties
LUMO (spin up / spin down)   0.182 / 0.052 eV
HOMO energy (spin up / spin down)   -8.83 / -8.75 eV
Frontier orbital gap (spin up / spin down)   9.01 / 8.80 eV

Last column: natural (NBO) charge in e.
Atoms and positions in Å:
S  0.48  -1.87  -0.07  0.437
N  -2.83  0.76  0.23  -0.323
N  -2.57  -0.27  -0.26  0.045
C  1.94  -0.97  0.12  -0.424
C  0.38  0.66  -0.32  -0.380
C  1.77  0.40  0.01  -0.247
C  -0.37  -0.46  -0.31  -0.157
H  2.70  -1.65  0.53  0.237
H  2.58  1.06  -0.10  0.228
H  -0.31  1.48  -0.19  0.237
H  -3.77  0.87  0.34  0.349

Quick look at relative energies in kJ/mol: a 11.7; b 0.0; c 157.3.

## a
Entry from the OMol25 dataset: an isolated molecule of C3H9NO (the ωB97M-V functional and the def2-TZVPD basis).

Properties
SMILES   CNCOC
LUMO   1.060 eV
HOMO energy   -8.85 eV
Frontier orbital gap   9.91 eV

Last column: natural (NBO) charge in e.
Atoms and positions in Å:
O  0.31  -0.05  -0.91  -0.558
N  -0.60  -0.84  1.12  -0.635
C  1.28  0.74  -1.53  -0.241
C  0.57  -0.64  0.32  0.107
C  -1.68  0.10  0.98  -0.417
H  1.33  -0.03  0.84  0.137
H  1.05  -1.63  0.32  0.159
H  -2.51  -0.07  1.70  0.200
H  1.64  1.50  -0.76  0.158
H  -1.34  1.11  1.16  0.191
H  -0.98  -1.78  1.05  0.359
H  0.87  1.34  -2.35  0.197
H  -2.09  0.10  -0.07  0.176
H  2.16  0.16  -1.86  0.167

## b
Entry from the OMol25 dataset: a cluster of 2 separate species, C3H9NO in total (the ωB97M-V functional and the def2-TZVPD basis).

Properties
LUMO   1.061 eV
HOMO energy   -8.80 eV
Frontier orbital gap   9.86 eV

Last column: natural (NBO) charge in e.
Atoms and positions in Å:
O  -0.85  0.15  0.88  -0.712
N  0.77  1.22  -0.69  -0.597
C  -1.51  -1.06  0.68  -0.250
C  -0.37  0.54  -0.94  0.121
C  1.86  0.38  0.02  -0.411
H  -1.32  1.00  -0.99  0.220
H  -2.19  -1.26  1.54  0.170
H  2.77  0.34  -0.56  0.197
H  0.53  1.97  -0.04  0.385
H  2.05  0.77  1.04  0.216
H  1.45  -0.65  0.13  0.208
H  -0.80  -1.94  0.61  0.135
H  -2.16  -1.05  -0.24  0.132
H  -0.21  -0.41  -1.42  0.185

## c
Entry from the OMol25 dataset: an isolated molecule of C3H9NO (the ωB97M-V functional and the def2-TZVPD basis).

Properties
SMILES   NCCCO
LUMO   0.766 eV
HOMO energy   -9.17 eV
Frontier orbital gap   9.94 eV

Last column: natural (NBO) charge in e.
Atoms and positions in Å:
O  0.12  1.79  -1.01  -0.727
N  -0.82  -2.03  0.08  -0.884
C  0.96  0.65  -0.45  -0.082
C  0.52  0.03  0.82  -0.481
C  -0.91  -0.43  0.60  -0.226
H  0.37  2.66  -0.31  0.459
H  0.43  0.73  1.75  0.207
H  -0.64  -1.98  -1.02  0.352
H  -1.49  0.18  -0.33  0.243
H  1.13  -0.94  1.01  0.228
H  -0.02  -2.53  0.54  0.346
H  0.90  -0.16  -1.26  0.182
H  -1.41  -0.51  1.64  0.205
H  2.09  0.91  -0.42  0.177

## d
Entry from the OMol25 dataset: a cluster of 2 separate species, C3H9NO in total (the ωB97M-V functional and the def2-TZVPD basis).

Properties
SMILES   C=N.CCO
LUMO   0.939 eV
HOMO energy   -9.90 eV
Frontier orbital gap   10.84 eV

Last column: natural (NBO) charge in e.
Atoms and positions in Å:
O  -0.73  0.07  0.80  -0.721
N  2.07  0.07  1.75  -0.582
C  -1.17  -0.44  -0.43  -0.060
C  -2.19  0.52  -1.06  -0.631
C  2.61  -0.49  0.73  -0.062
H  -1.60  -1.45  -0.32  0.167
H  2.63  0.91  1.90  0.326
H  0.05  0.59  0.72  0.478
H  -1.69  1.41  -1.45  0.195
H  3.53  0.00  0.38  0.146
H  -0.37  -0.65  -1.17  0.148
H  -2.86  0.92  -0.32  0.217
H  -2.66  0.02  -1.91  0.203
H  2.37  -1.48  0.38  0.176

Quick look at relative energies in kJ/mol: a 0.0; b 148.5; c 168.2; d 37.8.

## a
Entry from the OMol25 dataset: a cluster of 2 separate species, C3H9NO in total (the ωB97M-V functional and the def2-TZVPD basis).

Properties
SMILES   C=CCN.O
LUMO   -0.067 eV
HOMO energy   -7.54 eV
Frontier orbital gap   7.48 eV

Last column: natural (NBO) charge in e.
Atoms and positions in Å:
O  5.91  -0.07  2.10  -0.921
N  -1.48  -1.62  -0.22  -0.809
C  -1.62  0.79  -0.71  -0.150
C  -1.80  -0.60  -1.24  -0.284
C  -2.64  1.73  -0.49  -0.458
H  -0.49  -1.60  -0.05  0.359
H  -0.99  -0.83  -1.95  0.187
H  -2.95  2.53  -1.16  0.212
H  6.17  0.46  1.33  0.460
H  -0.68  1.03  -0.20  0.185
H  -2.96  1.93  0.54  0.186
H  6.08  -0.92  1.67  0.460
H  -2.05  -1.59  0.62  0.362
H  -2.74  -0.86  -1.70  0.210

## b
Entry from the OMol25 dataset: a cluster of 2 separate species, C3H9NO in total (the ωB97M-V functional and the def2-TZVPD basis).

Properties
SMILES   C=N.CCO
LUMO   0.838 eV
HOMO energy   -9.79 eV
Frontier orbital gap   10.63 eV

Last column: natural (NBO) charge in e.
Atoms and positions in Å:
O  -0.41  -1.24  -0.25  -0.723
N  2.09  0.60  1.24  -0.597
C  -0.75  -0.04  -0.88  -0.058
C  -1.70  -0.29  -2.04  -0.643
C  1.53  0.56  2.36  -0.053
H  0.68  0.04  2.80  0.177
H  -2.26  0.59  -2.41  0.215
H  -1.22  -0.72  -2.89  0.206
H  -2.31  -1.17  -1.77  0.219
H  -1.25  0.66  -0.16  0.147
H  2.16  0.85  3.23  0.124
H  0.22  0.44  -1.25  0.162
H  3.13  0.73  1.47  0.351
H  0.09  -1.00  0.54  0.473

## c
Entry from the OMol25 dataset: a cluster of 2 separate species, C3H9NO in total (the ωB97M-V functional and the def2-TZVPD basis).

Properties
SMILES   C=O.CCN
LUMO   0.792 eV
HOMO energy   -8.95 eV
Frontier orbital gap   9.74 eV

Last column: natural (NBO) charge in e.
Atoms and positions in Å:
O  -2.01  1.12  2.33  -0.497
N  0.55  0.19  -0.28  -0.841
C  -2.87  1.51  3.08  0.275
C  1.40  -0.87  -0.82  -0.212
C  1.42  -0.79  -2.35  -0.610
H  1.08  -1.87  -0.52  0.157
H  1.72  0.23  -2.62  0.212
H  0.42  -0.97  -2.75  0.195
H  -0.43  -0.04  -0.36  0.354
H  -3.23  0.85  3.88  0.110
H  0.75  0.35  0.69  0.361
H  2.41  -0.68  -0.47  0.181
H  2.07  -1.56  -2.77  0.203
H  -3.27  2.53  2.98  0.112

Quick look at relative energies in kJ/mol: a 293.5; b 95.4; c 0.0.